This record from the Open Molecules 2025 dataset describes an isolated molecule of C8H8 in a non-equilibrium geometry. The level of theory is ωB97M-V with the def2-TZVPD basis set.

The geometry in XYZ format:
```
16
Properties=species:S:1:pos:R:3
C 0.363 0.028 2.328
C 1.129 0.634 1.511
C -0.030 -1.629 0.618
C -0.224 -1.126 2.094
C 1.103 0.744 0.111
C -0.384 0.619 -0.564
C 0.475 -0.632 -0.329
C -0.396 1.264 -1.972
H 0.516 -2.605 0.668
H -1.094 -1.879 0.461
H -1.022 -1.663 2.607
H 1.754 1.207 -0.579
H -1.150 0.732 0.147
H -0.357 0.570 -2.892
H 0.541 1.810 -2.085
H -1.225 1.925 -2.124
```

Properties
**LUMO level (spin up / spin down)**: -1.0 / -0.4 eV
**Total charge**: 0
**Molecular weight**: 104.2 u
**Energy above the lowest of the compared OMol25 structures with the same formula, charge and spin**: 175.00 kcal/mol
**Highest occupied orbital energy (spin up / spin down)**: -7.5328 / -8.8377 eV
**HOMO-LUMO gap (spin up / spin down)**: 6.5 / 8.4 eV